*P*
{"formula": "C4H11NO", "method": "wB97M-V/def2-TZVPD", "smiles": "C[C@@H](N)CCO", "total_charge": 0, "gap_ev": 9.975, "homo_energy_ha": -0.33011, "symbols": ["C", "C", "N", "C", "C", "O", "H", "H", "H", "H", "H", "H", "H", "H", "H", "H", "H"], "coordinates": [[0.282, 1.768, 0.972], [0.268, 0.604, -0.001], [1.623, 0.162, -0.310], [-0.642, -0.505, 0.484], [-0.953, -1.581, -0.571], [-1.361, -1.045, -1.833], [-0.710, 2.220, 1.041], [0.644, 1.553, 1.980], [0.899, 2.582, 0.575], [-0.117, 1.038, -0.931], [1.748, -0.774, -0.653], [2.351, 0.453, 0.320], [-1.533, -0.113, 0.953], [-0.138, -1.065, 1.236], [-1.748, -2.234, -0.234], [-0.044, -2.181, -0.684], [-0.568, -0.882, -2.344]]}

=====

*Q*
{"formula": "C4H11NO", "method": "wB97M-V/def2-TZVPD", "smiles": "CNC[C@@H](C)O", "total_charge": 0, "gap_ev": 10.268, "homo_energy_ha": -0.33822, "symbols": ["C", "N", "C", "C", "C", "O", "H", "H", "H", "H", "H", "H", "H", "H", "H", "H", "H"], "coordinates": [[2.405, -0.710, -0.644], [1.443, 0.012, 0.196], [0.081, -0.477, 0.086], [-0.912, 0.667, 0.197], [-2.340, 0.251, -0.037], [-0.843, 1.189, 1.566], [2.585, -0.178, -1.566], [3.342, -0.914, -0.144], [1.892, -1.543, -1.124], [1.383, 0.973, -0.116], [-0.051, -1.189, 0.901], [-0.146, -0.934, -0.890], [-0.565, 1.553, -0.323], [-2.810, 0.443, -0.992], [-2.923, 0.809, 0.703], [-2.505, -0.802, 0.209], [-0.036, 0.851, 1.978]]}

=====

The most stable structure shown above is *P*; the least stable is *Q*.